Record 1
An isolated molecule of C15H25N5OS at a distorted geometry, computed with ωB97M-V with the def2-TZVPD basis set.

Last column: Löwdin charge in e.
CARTESIAN COORDINATES (ANGSTROEM)
1 N -2.4460 0.7521 1.7112  0.09
2 O 3.4137 1.4400 1.1000  -0.03
3 S 1.3272 -0.2892 -3.1557  0.87
4 C -3.4200 1.4709 2.1808  -0.15
5 C -2.0133 -0.3647 2.3672  -0.20
6 C -0.8731 -2.2190 3.3436  -0.02
7 C -0.9895 -1.3766 2.2048  -0.17
8 C -2.4379 -0.5276 3.6651  -0.15
9 N -1.7510 -1.6260 4.1896  0.05
10 N -4.5184 -0.0175 5.0548  0.02
11 N -3.9895 1.1832 3.4277  0.03
12 N 0.8735 -0.9083 0.7513  -0.15
13 C -0.2970 -1.7616 0.9617  -0.15
14 C -3.3125 0.4252 4.4059  -0.39
15 C 2.0696 0.6589 -7.1045  -0.11
16 C 1.4990 0.7720 -4.7099  -0.46
17 C 1.2368 0.8893 -1.8274  -0.45
18 C 1.5311 0.0410 1.6363  -0.08
19 C 1.6809 -1.1442 -0.4062  -0.22
20 C 1.9008 -0.1698 -5.8024  -0.36
21 C 2.1901 1.0316 0.5848  -0.33
22 C 2.2633 0.2384 -0.7914  -0.28
23 H 3.8516 1.9669 0.4205  0.10
24 H -3.7871 2.2672 1.5391  0.11
25 H -0.2239 -3.0811 3.5397  0.13
26 H -2.0785 -1.9553 5.0669  0.13
27 H -4.3806 -0.2823 6.0960  0.12
28 H -4.9831 -0.7224 4.4710  0.10
29 H -4.9264 1.4985 3.5791  0.12
30 H -0.0261 -2.7916 0.9721  0.10
31 H -1.0661 -1.6787 0.1436  0.14
32 H -2.6111 0.9892 5.0899  0.16
33 H 2.4791 0.1822 -8.0126  0.07
34 H 2.7222 1.4941 -6.9464  0.05
35 H 1.0563 1.0337 -7.3903  0.08
36 H 0.4250 1.1513 -4.8495  0.11
37 H 2.2073 1.5294 -4.5059  0.06
38 H 0.2311 0.9808 -1.3856  0.09
39 H 1.7368 1.7594 -2.3383  0.08
40 H 0.8387 0.6582 2.2593  0.13
41 H 2.3146 -0.4096 2.1641  0.10
42 H 2.5172 -1.7471 -0.1847  0.10
43 H 1.1430 -1.6503 -1.2200  0.07
44 H 1.1451 -0.9670 -5.9647  0.10
45 H 2.7394 -0.8263 -5.4668  0.10
46 H 1.4935 1.9215 0.4658  0.15
47 H 3.2441 0.1815 -1.3292  0.13

Summary:
energy relative to the best compared isomer or geometry (same formula, charge and spin) = 77.4 kcal/mol
strongest force on any atom = 4.99 eV/Å
Kohn-Sham gap = 8.10 eV
HOMO = -7.40 eV

---

Record 2
A structure of composition C53H56AsN5PSZn, computed with ωB97M-V with the def2-TZVPD basis set.

Last column: Löwdin charge in e.
CARTESIAN COORDINATES (ANGSTROEM)
1 Zn -0.2121 0.5496 0.8905  0.26
2 S -0.2110 -0.1792 3.0988  0.55
3 C -1.5477 -1.2728 3.3939  -0.70
4 C -1.8488 -1.5569 4.7388  -0.14
5 C -2.8137 -2.4781 5.0882  -0.11
6 C -3.5231 -3.1655 4.1067  -0.11
7 C -3.2574 -2.8856 2.7791  -0.14
8 C -2.3037 -1.9353 2.4112  -0.40
9 As -1.9770 -1.5560 0.5345  1.32
10 C -2.0480 -3.4190 -0.0799  -0.39
11 C -3.0878 -3.9462 -0.8361  -0.10
12 C -3.0761 -5.2863 -1.2086  -0.10
13 C -2.0205 -6.1055 -0.8393  -0.11
14 C -0.9702 -5.5795 -0.0954  -0.09
15 C -0.9841 -4.2455 0.2829  -0.12
16 C -3.7100 -0.9780 -0.1379  -0.39
17 C -4.8938 -0.9874 0.5892  -0.10
18 C -6.0887 -0.6321 -0.0234  -0.09
19 C -6.1091 -0.2723 -1.3637  -0.10
20 C -4.9258 -0.2390 -2.0879  -0.09
21 C -3.7315 -0.5801 -1.4718  -0.13
22 H -1.2887 -1.0366 5.5052  0.09
23 H -3.0102 -2.6716 6.1364  0.09
24 H -4.2679 -3.9047 4.3730  0.09
25 H -3.7990 -3.4194 2.0054  0.10
26 H -3.9201 -3.3169 -1.1271  0.10
27 H -3.8969 -5.6868 -1.7913  0.10
28 H -2.0134 -7.1490 -1.1297  0.09
29 H -0.1410 -6.2118 0.1977  0.10
30 H -0.1662 -3.8415 0.8694  0.08
31 H -4.8868 -1.2599 1.6367  0.09
32 H -7.0066 -0.6331 0.5520  0.10
33 H -7.0426 0.0070 -1.8366  0.10
34 H -4.9239 0.0807 -3.1225  0.10
35 H -2.8041 -0.5230 -2.0339  0.08
36 C -3.6624 2.8610 -0.7164  -0.07
37 C -3.2749 3.4404 0.6423  -0.38
38 C -3.4262 2.3940 1.7508  -0.07
39 C -1.9165 4.1234 0.6578  -0.16
40 C -1.9064 5.4823 0.9114  -0.10
41 C -0.7307 6.2167 1.0520  -0.15
42 C 0.4608 5.5152 0.9604  -0.10
43 C 0.5204 4.1501 0.7062  -0.17
44 C 1.9173 3.5492 0.6483  -0.37
45 C 2.2435 2.5430 1.7629  -0.08
46 C 2.2713 2.9816 -0.7273  -0.10
47 C -0.6813 3.3725 0.4911  -0.36
48 N -0.7140 2.0948 0.1092  -0.14
49 H -4.6620 2.4168 -0.6699  0.07
50 H -2.9438 2.0978 -1.0133  0.05
51 H -3.6729 3.6432 -1.4784  0.07
52 H -4.0027 4.2319 0.8634  0.11
53 H -2.7208 1.5783 1.5997  0.03
54 H -4.4412 1.9827 1.7535  0.07
55 H -3.2284 2.8353 2.7301  0.08
56 H -2.8627 5.9887 1.0251  0.09
57 H -0.7466 7.2803 1.2547  0.07
58 H 1.3986 6.0505 1.0972  0.09
59 H 2.5974 4.3927 0.8124  0.11
60 H 1.9691 1.5195 1.5010  0.01
61 H 1.7194 2.7917 2.6861  0.08
62 H 3.3194 2.5381 1.9731  0.07
63 H 1.6220 2.1310 -0.9445  0.02
64 H 3.3246 2.6758 -0.7828  0.07
65 H 2.0998 3.7327 -1.5021  0.08
66 C 5.8676 -1.5019 1.4797  -0.07
67 C 5.8225 -0.8345 0.1095  -0.41
68 C 5.5716 0.6661 0.2298  -0.07
69 C 4.8028 -1.5076 -0.8117  -0.11
70 N 3.4428 -1.4348 -0.3012  -0.09
71 C 2.5622 -0.4356 -0.3463  -0.15
72 N 1.4855 -0.8142 0.2981  -0.03
73 N 1.7141 -2.0696 0.7246  0.01
74 N 2.8804 -2.4554 0.3687  0.08
75 H 6.6386 -1.0446 2.1010  0.08
76 H 6.0785 -2.5697 1.4002  0.08
77 H 4.9140 -1.3901 1.9994  0.08
78 H 6.7873 -0.9823 -0.3882  0.13
79 H 4.6321 0.8740 0.7468  0.06
80 H 5.5325 1.1484 -0.7499  0.08
81 H 6.3651 1.1391 0.8095  0.08
82 H 5.0204 -2.5688 -0.9264  0.13
83 H 4.8044 -1.0405 -1.7961  0.11
84 H 2.7248 0.5154 -0.8249  0.10
85 C 4.4307 1.1036 -4.5983  -0.11
86 C 3.9910 -0.2093 -4.5000  -0.11
87 C 2.7104 -0.4884 -4.0412  -0.11
88 C 1.8312 0.5386 -3.6863  -0.35
89 C 2.2869 1.8527 -3.7930  -0.10
90 C 3.5699 2.1321 -4.2422  -0.08
91 P 0.2041 0.1356 -2.8962  1.12
92 C -0.8973 1.4273 -3.5775  -0.36
93 C -1.8578 1.2300 -4.5674  -0.10
94 C -2.6689 2.2800 -4.9789  -0.10
95 C -2.5290 3.5368 -4.4084  -0.10
96 C -1.6084 3.7302 -3.3886  -0.08
97 C -0.8173 2.6770 -2.9561  -0.12
98 C -0.1779 -1.3805 -3.8526  -0.40
99 C -0.1896 -1.4651 -5.2478  -0.11
100 C -0.4165 -2.6773 -5.8761  -0.09
101 C -0.6224 -3.8289 -5.1201  -0.09
102 C -0.5932 -3.7631 -3.7376  -0.07
103 C -0.3716 -2.5409 -3.1112  -0.10
104 H 5.4297 1.3225 -4.9542  0.09
105 H 4.6442 -1.0256 -4.7863  0.10
106 H 2.3912 -1.5220 -3.9718  0.10
107 H 1.6343 2.6732 -3.5274  0.08
108 H 3.8934 3.1632 -4.3131  0.10
109 H -1.9931 0.2551 -5.0166  0.08
110 H -3.4154 2.1092 -5.7454  0.09
111 H -3.1642 4.3532 -4.7300  0.10
112 H -1.5395 4.6841 -2.8804  0.11
113 H -0.2079 2.7976 -2.0684  0.06
114 H 0.0045 -0.5789 -5.8402  0.11
115 H -0.4256 -2.7301 -6.9579  0.10
116 H -0.8013 -4.7757 -5.6146  0.10
117 H -0.7481 -4.6510 -3.1378  0.09
118 H -0.3459 -2.4873 -2.0289  0.07

Summary:
energy relative to the best compared isomer or geometry (same formula, charge and spin) = 0.0 kcal/mol
charge = -1
strongest force on any atom = 0.41 eV/Å
Kohn-Sham gap = 4.74 eV
HOMO = -2.56 eV